[1]
Computed, not measured: 2 unconnected molecules or ions with the total composition C4H13N, with ωB97M-V with the def2-TZVPD basis set.

For the molecular weight, the calculation gives 75.15 Da. The value obtained for the strongest force on any atom is 2.7 eV Å⁻¹. As for the orbital gap: 10.31 eV. The calculation puts the LUMO energy at 1.276 eV. Its highest occupied orbital energy is -9.0 eV. Its net charge is 0.

Atoms and positions in Å:
1 H -3.00205 -0.93436 0.08201
2 C 6.57473 1.32830 0.44331
3 N -5.81735 -1.67187 -0.24180
4 H 7.06415 0.55347 1.02885
5 C -3.85265 -0.52401 0.64672
6 H 5.25011 1.42543 -1.34130
7 H -6.63188 -1.60166 -0.83336
8 H -5.29438 -2.50613 -0.46424
9 H -3.48018 0.42717 1.00727
10 H -5.82815 0.29531 0.08727
11 H 5.37526 -0.21438 -0.64806
12 H 4.44843 0.98937 0.13263
13 H -4.07029 -1.30357 1.37320
14 C -5.07311 -0.41111 -0.28090
15 C 5.38451 0.85379 -0.42675
16 H 6.41606 2.17859 1.09319
17 H 7.35167 1.31527 -0.33720
18 H -4.81487 -0.19961 -1.32086

Atom charges from the natural (NBO) analysis, given in e for atoms 1 to 5: number 1, H, carries 0.199; number 2, C, carries -0.631; number 3, N, carries -0.852; number 4, H, carries 0.207; number 5, C, carries -0.629

***

[2]
Computed, not measured: 2 unconnected molecules or ions with the total composition C4H5N3, with ωB97M-V with the def2-TZVPD basis set.

For the molecular weight, the calculation gives 95.10 Da. The value obtained for the strongest force on any atom is 1.2 eV Å⁻¹. As for the orbital gap (alpha / beta): 7.36 / 7.36 eV. The calculation puts the LUMO energy (alpha / beta) at -2.072 / -2.072 eV. Its highest occupied orbital energy (alpha / beta) is -9.4 / -9.4 eV. Its net charge is 0.

Atoms and positions in Å:
1 C 0.21910 0.61582 0.75312
2 N -2.38597 1.42005 -0.23375
3 N 1.54390 -0.86808 2.41446
4 H 0.94523 -0.66590 -2.13568
5 C 0.95406 -0.21078 1.66720
6 N 0.13160 0.31956 -0.49707
7 H -0.26642 -1.59293 -1.20847
8 H 1.38364 -1.35749 -0.54724
9 C -2.28943 0.82015 0.77558
10 H -0.60711 0.88217 -0.95926
11 C 0.58297 -0.90593 -1.13517
12 H -0.21156 1.54337 1.10629

Atom charges from the natural (NBO) analysis, given in e for atoms 1 to 5: number 1, C, carries 0.169; number 2, N, carries -0.730; number 3, N, carries -0.171; number 4, H, carries 0.236; number 5, C, carries 0.177

***

[3]
Computed, not measured: a single C19H30N2O4 molecule, with ωB97M-V with the def2-TZVPD basis set.

For the molecular weight, the calculation gives 350.46 Da. The value obtained for the strongest force on any atom is 0.6 eV Å⁻¹. As for the orbital gap: 9.05 eV. The calculation puts the LUMO energy at 0.794 eV. Its highest occupied orbital energy is -8.3 eV. Its net charge is 0.

Atoms and positions in Å:
1 C -3.88003 1.33320 -1.35201
2 H -0.96175 3.98752 2.31192
3 C 3.85111 -1.42222 0.83780
4 C -1.97693 -1.09760 0.38234
5 C 1.63377 -0.66438 1.41429
6 H 3.71335 1.86338 -1.66589
7 C -1.81441 3.33600 2.48677
8 O -1.78271 2.58772 0.15320
9 C -2.66975 -3.37921 0.47342
10 H 4.17722 -2.30269 0.27795
11 C 2.35021 0.21219 -1.61645
12 O -2.94440 -2.02546 0.17665
13 H 2.54620 0.04690 -2.67616
14 H -5.83520 0.51703 -1.70876
15 O -3.65188 0.44229 -0.26624
16 H 5.78777 1.16831 -2.29646
17 H -4.24339 -4.06413 -0.82040
18 H -0.36998 -2.39007 0.98631
19 H -2.94193 4.08494 0.79808
20 H 5.82518 -0.61390 0.72752
21 C -0.68085 -1.37638 0.78819
22 C 2.17897 -1.15619 -0.94100
23 H 2.86703 -1.86796 -1.40129
24 H -2.46170 3.79221 3.23079
25 H -4.74347 -3.79244 0.84834
26 H -3.77796 -5.22092 0.43869
27 C -3.94333 -4.17013 0.21836
28 C -4.92337 0.70785 -2.26762
29 H 6.74116 0.21025 -1.16218
30 C -0.13439 0.96126 0.72779
31 H -2.94877 1.51303 -1.89876
32 H 1.15704 -1.51198 -1.09227
33 H -2.36190 -3.48178 1.52310
34 C -2.36156 0.23754 0.13247
35 H 1.43046 0.79214 -1.52376
36 H -3.45491 2.47674 1.37823
37 C 4.80699 -0.25525 0.56258
38 H -5.14202 1.38015 -3.09284
39 H -4.55667 -0.23673 -2.66057
40 H 6.12889 1.80436 -0.66976
41 C 5.89905 0.89608 -1.24788
42 H 4.60545 0.54741 1.29261
43 N 4.69534 0.22564 -0.80348
44 H 3.86449 -1.64368 1.90742
45 H -4.24591 2.29420 -0.96867
46 C 0.24622 -0.34971 0.93637
47 C -2.59091 3.12709 1.19147
48 C -1.43690 1.26210 0.34044
49 H -1.45289 2.38388 2.86954
50 H 0.56055 1.77258 0.87740
51 O 1.95268 -0.53113 2.58209
52 H -1.85760 -3.75145 -0.16811
53 C 3.49364 1.02579 -0.99941
54 H 3.15280 1.45081 -0.04333
55 N 2.48193 -1.13517 0.47117

Atom charges from the natural (NBO) analysis, given in e for atoms 1 to 5: number 1, C, carries -0.051; number 2, H, carries 0.210; number 3, C, carries -0.220; number 4, C, carries 0.350; number 5, C, carries 0.675

***

[4]
Computed, not measured: a gas-phase ion, C4H9O2 (charge +1), with ωB97M-V with the def2-TZVPD basis set.

For the molecular weight, the calculation gives 89.11 Da. The value obtained for the strongest force on any atom is 5.3 eV Å⁻¹. As for the orbital gap: 10.46 eV. The calculation puts the LUMO energy at -4.337 eV. Its highest occupied orbital energy is -14.8 eV. Its net charge is +1.

Atoms and positions in Å:
1 O 0.51991 -0.15622 0.58617
2 H 0.35554 1.68559 1.07600
3 H -1.05325 -1.52560 0.68372
4 H 1.39917 0.83721 -0.94422
5 C -1.36486 -0.07745 -0.84887
6 H 2.47226 0.64467 0.48221
7 C -0.46448 -1.02175 -0.07970
8 C -0.23271 0.83721 1.22878
9 H 0.15194 -1.76520 -0.65017
10 H -0.95848 0.45040 1.88600
11 H 2.12925 -0.81514 -0.43504
12 H -0.81788 0.11035 -1.76218
13 H -2.24968 -0.51960 -0.98596
14 C 1.70462 0.23008 -0.13096
15 O -1.59135 1.08543 -0.10579

Atom charges from the natural (NBO) analysis, given in e for atoms 1 to 5: number 1, O, carries -0.313; number 2, H, carries 0.235; number 3, H, carries 0.236; number 4, H, carries 0.229; number 5, C, carries -0.116